#i
Below is the molecule C2H3BrO2, with properties calculated with ωB97M-V/def2-TZVPD.

Element x y z (Å)
1 C -0.8939 -0.3575 -0.4816
2 C 0.6146 0.2433 0.3368
3 Br 0.5384 2.1600 0.2947
4 O 1.8122 -0.3939 0.2091
5 O 1.1214 -0.2797 1.4493
6 H -1.3691 0.5196 -0.8486
7 H -1.2725 -0.9892 0.2899
8 H -0.5510 -0.9026 -1.2496

LUMO = 0.760 eV
orbital gap = 11.418 eV
SMILES = CC1(Br)OO1

#ii
Below is a cluster of 2 separate species, C2H3BrO2 in total, with properties calculated with ωB97M-V/def2-TZVPD.

Element x y z (Å)
1 C 0.1834 -0.4780 0.4673
2 C -0.2190 0.4343 -0.6264
3 O -0.6567 -0.5460 1.5306
4 O -0.4199 -1.6962 0.6947
5 Br 0.8206 2.1118 -0.7576
6 H 1.6307 -0.2537 0.9560
7 H -1.3403 0.5425 -0.6253
8 H 0.0012 -0.1147 -1.6393

LUMO = 0.447 eV
orbital gap = 11.150 eV

Most stable one: #i, least stable one: #ii.

#i
Below is a structure of composition C8H20N7, with properties calculated with ωB97M-V/def2-TZVPD.

Element x y z (Å)
1 C 1.5486 2.2066 0.6659
2 C 1.0654 -2.8632 1.5016
3 C 1.8690 -2.0675 2.5187
4 C 1.0734 1.4064 1.9335
5 C -2.1703 0.6276 -1.0081
6 C -2.7201 1.0994 -2.3884
7 C 0.3245 0.7174 -0.9128
8 C 0.5244 -0.6649 0.4971
9 N 1.4559 1.4827 -0.6357
10 N -0.8890 1.1951 -0.5576
11 N 0.6616 -1.9633 0.3949
12 N 1.3170 -0.7476 2.7959
13 N 0.8702 -0.0549 1.6083
14 N 0.5766 -0.2243 -2.0557
15 N -3.1974 -0.1648 -2.9602
16 H 0.8983 3.1279 0.6158
17 H 2.5656 2.2616 0.8102
18 H 1.6340 -3.6186 1.2055
19 H 0.1343 -3.3280 1.9614
20 H 2.0319 -2.6861 3.3416
21 H 2.8700 -1.8022 2.1477
22 H 1.8487 1.4865 2.7785
23 H 0.0670 1.7528 2.3240
24 H -2.8971 0.8425 -0.3314
25 H -1.9486 -0.4474 -1.1870
26 H -3.4116 1.8976 -2.2510
27 H -1.9676 1.4586 -3.1034
28 H 2.3385 0.9434 -0.8309
29 H -0.8287 2.2284 -0.2152
30 H 0.3953 -2.4026 -0.5461
31 H 0.6445 -0.7974 3.5330
32 H -0.2538 -0.6317 -2.5667
33 H 1.1057 0.1205 -2.7443
34 H -3.9729 -0.3634 -2.3926
35 H -3.5632 -0.0269 -3.9466

LUMO = -2.271 eV
orbital gap = 9.631 eV
charge = +1

#ii
Below is a cluster of 2 separate species, C8H20N7 in total, with properties calculated with ωB97M-V/def2-TZVPD.

Element x y z (Å)
1 C 0.4750 3.1237 -1.3523
2 C 3.0941 0.4891 1.0135
3 C -0.1823 0.8381 -1.7798
4 C -1.4982 -3.2695 2.7867
5 C -0.0671 -0.4869 -1.1388
6 C -1.4501 -1.8482 2.1307
7 C -0.6577 -0.4943 0.2330
8 C -0.7986 -1.9138 0.8120
9 N 1.6784 -0.1034 2.7581
10 N 2.3197 -0.2249 1.7073
11 N -0.5033 3.8485 -1.7529
12 N 2.7002 1.2679 0.0490
13 N 0.5486 1.7495 -1.1992
14 N -1.2115 1.8769 -3.8743
15 N -0.6793 0.8712 -3.0689
16 H 1.3369 3.5496 -0.6005
17 H 4.1709 0.0395 0.9147
18 H -2.0218 -3.3935 3.7848
19 H -2.1358 -3.8553 2.1215
20 H -0.5956 -3.8041 2.9428
21 H 0.9630 -0.9943 -1.3118
22 H -0.7374 -1.1107 -1.6425
23 H -0.9421 -1.0932 2.8452
24 H -2.4954 -1.7098 1.9003
25 H -1.7235 -0.0977 0.1373
26 H -0.1863 0.0376 1.0237
27 H 0.0975 -2.4212 0.9478
28 H -1.2615 -2.5285 0.0665
29 H 1.0799 -0.9136 2.9603
30 H -0.5159 4.8619 -1.5160
31 H 3.4179 1.5454 -0.6466
32 H 1.6736 1.4055 -0.3730
33 H -2.1561 2.0341 -3.6657
34 H -0.8366 2.8365 -3.8613
35 H -0.8994 -0.1121 -3.3515

LUMO = -4.719 eV
orbital gap = 7.632 eV
charge = +1

Most stable one: #i, least stable one: #ii.

#i
Below is the molecule C7H14S, with properties calculated with ωB97M-V/def2-TZVPD.

Element x y z (Å)
1 C -2.8724 -0.4209 -0.1532
2 C -1.3837 -0.7603 -0.1457
3 C -0.3137 0.2912 0.0217
4 C 1.0274 -0.4385 0.1572
5 C 1.6423 -0.6562 -1.2563
6 C 2.1381 0.3264 0.7676
7 C -0.6231 1.4471 0.7881
8 S -0.2348 2.0494 -0.8297
9 H -3.1799 0.0092 0.8495
10 H -3.4392 -1.3849 -0.2317
11 H -3.1161 0.4128 -0.9638
12 H -1.1342 -1.5891 0.6964
13 H -1.1372 -1.2206 -1.0976
14 H 0.9531 -1.3265 0.7914
15 H 2.2510 0.3537 -1.7253
16 H 0.8532 -1.0799 -1.9501
17 H 2.5444 -1.2754 -1.1918
18 H 2.5637 1.1244 0.0475
19 H 3.0286 -0.3349 0.8578
20 H 2.1059 0.8585 1.8305
21 H -0.0616 1.9182 1.6534
22 H -1.6119 1.6963 1.0841

LUMO = 0.741 eV
orbital gap = 9.288 eV
SMILES = CC[C@]1(C(C)C)CS1

#ii
Below is the molecule C7H14S, with properties calculated with ωB97M-V/def2-TZVPD.

Element x y z (Å)
1 C 1.5083 -0.9402 -0.3192
2 C -0.9913 0.6463 -0.6915
3 C -0.6743 -0.6186 -1.3157
4 C 0.1388 -1.6119 -0.5302
5 C -1.1955 1.7335 -1.5714
6 C -0.6203 -1.8968 0.8059
7 C 1.1198 1.5637 1.8371
8 S 1.3632 0.7187 0.0827
9 H 2.2269 -1.4732 0.3623
10 H -1.6022 -1.1341 -1.6503
11 H -0.2966 -0.4183 -2.3126
12 H 0.2351 -2.5475 -1.0961
13 H -2.3378 1.6937 -1.5775
14 H -0.7807 1.6864 -2.6426
15 H -1.1414 2.7335 -1.0902
16 H -1.6437 -2.2147 0.7123
17 H -0.7774 -1.1039 1.5404
18 H -0.1372 -2.7014 1.3405
19 H 0.1697 1.3692 2.1426
20 H 1.8207 1.2448 2.6418
21 H 0.9999 2.6414 1.6876
22 H 2.7201 0.7435 0.2339

LUMO = 0.086 eV
orbital gap = 7.298 eV

Most stable one: #i, least stable one: #ii.

#i
Below is the molecule C5H4N2S, with properties calculated with ωB97M-V/def2-TZVPD.

Element x y z (Å)
1 C 1.7296 -1.2343 -0.6407
2 C 0.5526 -0.5716 -0.5728
3 C -0.3518 -0.6373 -1.7162
4 N -1.4872 -0.0467 -1.7618
5 C -1.8254 0.6867 -0.6232
6 N -1.1465 0.8371 0.4817
7 C 0.1017 0.2334 0.5884
8 S 0.9750 0.4147 1.9542
9 H 2.4322 -1.2238 0.1904
10 H 1.9837 -1.7940 -1.4943
11 H -0.0352 -1.2096 -2.5820
12 H -2.7850 1.1966 -0.6331

LUMO = -1.899 eV
orbital gap = 7.002 eV
SMILES = C=C1C=NC=NC1=S

#ii
Below is the molecule C5H4N2S, with properties calculated with ωB97M-V/def2-TZVPD.

Element x y z (Å)
1 N -0.7660 -1.5872 2.2815
2 C -0.6937 -1.4947 1.1465
3 C -0.7427 -1.4204 -0.2533
4 C -0.0216 -0.4301 -0.8596
5 N 0.9685 0.2032 -0.3980
6 C 1.2549 0.7746 0.6811
7 C 0.3627 1.3521 1.7309
8 S 0.7932 2.5696 2.6272
9 H -1.2490 -2.1511 -0.8045
10 H -0.0164 -0.2712 -1.9478
11 H 2.2498 1.1457 0.7144
12 H -0.5612 0.7703 1.9078

LUMO = -1.609 eV
orbital gap = 7.544 eV
SMILES = N#C/C=C\N=C/C=S

Most stable one: #i, least stable one: #ii.